Record 1
156
Properties=species:S:1:pos:R:3:forces:R:3:lowdin_charge:R:1 method="wB97M-V/def2-TZVPD" homo_lumo_gap_ev=8.864 e_lumo_ev=0.6 smiles=CC1(C)CCCC(C)(C)N1O.CC1(C)CCCC(C)(C)N1O.COCCNCCOC.COCCNCCOC.COCCNCCOC.CC(C)O.CC(C)O e_tot_ev=-73076.9967 fmax_ev_per_a=4.3 e_homo_ev=-8.218 relative_energy_ev=0.000
C 12.10868 10.37304 9.99707 0.17 -0.89 -0.89 -0.0102
C 10.59871 10.20499 10.24041 -0.11 -1.62 -1.10 -0.5136
C 10.25041 8.67725 10.21369 1.58 1.18 -1.21 -0.0119
C 10.24776 10.58185 11.60272 0.45 3.07 2.92 -0.1457
C 10.15908 12.16111 11.80566 0.18 -0.17 1.12 -0.1445
C 9.16607 12.77862 10.82498 0.47 -1.30 -0.42 -0.1241
C 9.55210 12.35229 9.37804 0.49 2.77 0.07 -0.5239
C 8.37267 12.85599 8.51162 0.53 -1.44 -1.58 -0.0409
C 10.81157 13.14408 8.90875 -0.33 0.44 0.95 -0.0297
N 9.73639 10.94187 9.32232 -1.12 -1.72 -0.19 -0.0854
O 10.03523 10.48447 8.00888 0.85 0.63 0.02 -0.0041
H 12.66337 9.41867 10.07602 -0.42 0.26 0.05 0.0947
H 12.36637 10.77751 9.01085 -0.27 0.01 0.23 0.0815
H 12.49080 10.98819 10.76497 0.73 1.01 0.71 0.0493
H 10.77541 8.19535 9.39139 -0.37 -0.14 -0.27 0.0825
H 10.66839 8.26593 11.10209 0.26 -0.42 0.84 0.0497
H 9.20790 8.52604 10.20105 -1.27 -0.24 -0.16 0.0721
H 9.35630 10.13733 12.02508 -0.65 -0.02 -0.45 0.1152
H 11.00653 10.20638 12.30174 0.14 0.07 -0.22 0.1052
H 9.90282 12.38652 12.85794 -0.46 -0.43 -0.38 0.0946
H 11.12806 12.71164 11.78854 -0.16 -0.73 -0.66 0.0969
H 9.16868 13.86835 10.84123 -0.14 0.00 0.18 0.1179
H 8.14381 12.38161 10.99521 0.47 0.34 0.16 0.1233
H 8.49265 12.50693 7.44260 0.00 0.47 0.96 0.0928
H 8.28208 13.94596 8.48017 0.07 -0.25 0.31 0.0852
H 7.46597 12.38138 8.86328 -0.41 0.12 0.16 0.0731
H 11.01580 12.89973 7.88688 0.79 -0.77 -0.42 0.0722
H 11.65309 13.10618 9.63250 -0.29 -0.47 -0.82 0.0619
H 10.59446 14.19910 8.80944 -0.42 0.50 0.35 0.0710
H 9.20013 10.20194 7.65952 -0.67 -0.29 -0.18 0.0920
C 17.63737 15.94110 16.96359 0.45 1.27 -0.72 -0.0336
C 16.60852 14.96083 16.39317 -1.65 0.52 0.66 -0.4925
C 15.45172 14.95468 17.47445 0.24 0.67 -0.57 -0.0185
C 16.01265 15.41453 15.05136 -1.89 -0.46 0.39 -0.1563
C 16.81450 15.17263 13.83320 0.49 -0.48 -1.39 -0.1720
C 17.37167 13.75643 13.85317 -1.89 -0.15 -0.33 -0.1457
C 17.96147 13.32143 15.17512 2.33 -0.61 -1.37 -0.5066
C 18.17961 11.79032 15.10401 -0.61 -0.25 2.71 -0.0326
C 19.42340 13.94253 15.20693 -0.57 -0.41 1.83 -0.0167
N 17.00024 13.58353 16.19852 1.13 -0.50 2.26 -0.0292
O 17.62488 13.13695 17.49102 -0.47 0.57 -1.31 -0.0469
H 18.48398 16.27655 16.32659 -0.75 -0.34 -0.01 0.0792
H 17.13268 16.86616 17.30719 0.03 -0.42 -0.38 0.0935
H 18.09167 15.55376 17.83830 0.41 -0.70 0.90 0.0625
H 14.97013 15.95983 17.45434 -0.08 -0.78 -0.22 0.0896
H 14.72155 14.12262 17.38044 0.46 0.60 -0.22 0.0865
H 15.90899 14.91468 18.45536 0.10 -0.32 0.26 0.0590
H 15.03170 14.89463 14.88710 0.70 0.01 0.45 0.1186
H 15.73684 16.45291 15.09084 0.05 0.69 0.33 0.1102
H 16.20492 15.36102 12.89845 0.59 -0.25 1.05 0.1237
H 17.63662 15.83605 13.80204 1.01 1.10 -0.12 0.0948
H 18.01957 13.52697 13.01337 0.25 0.06 -0.03 0.1269
H 16.46555 13.16955 13.74092 -0.16 -0.68 -0.27 0.0911
H 17.26539 11.20462 15.30350 -0.14 0.56 -0.45 0.0643
H 18.83836 11.39067 15.91472 -0.07 0.69 -0.65 0.0991
H 18.56744 11.51167 14.17976 0.78 -0.48 -1.67 0.0448
H 19.49442 15.00006 15.12024 -0.49 1.00 -0.59 0.0384
H 20.01898 13.52378 14.40092 0.09 -0.33 0.16 0.0809
H 19.87831 13.81871 16.21053 -0.02 -0.64 -0.59 0.0903
H 17.19062 12.28236 17.64582 -0.37 -0.17 0.11 0.0454
C 12.21885 7.39025 13.68988 -0.88 -1.06 0.54 -0.1337
O 13.38233 8.10370 13.92203 0.52 0.15 -0.10 -0.2044
C 14.49793 7.22266 13.93035 -0.85 -0.42 -0.88 -0.2251
C 15.70950 8.03893 13.71889 1.63 0.16 0.73 -0.2368
N 15.78374 8.53781 12.36794 0.59 1.68 -0.42 -0.0406
C 17.06667 9.21183 12.14835 2.35 -3.49 0.08 -0.2297
C 17.07528 9.63539 10.73906 0.74 2.13 -1.24 -0.2411
O 16.00087 10.54468 10.52543 -0.60 -0.61 0.18 -0.2288
C 15.80077 10.83312 9.15884 0.28 1.68 0.63 -0.1016
H 12.17876 6.52596 14.40023 -0.08 0.20 -0.70 0.0976
H 12.05304 7.05499 12.64599 0.49 0.02 0.38 0.0963
H 11.39145 8.01358 13.95817 -0.61 0.57 0.07 0.0743
H 14.39232 6.54083 13.04347 0.17 0.28 0.76 0.1399
H 14.50107 6.62670 14.85564 0.08 0.14 -0.07 0.1238
H 16.61583 7.36630 13.87492 -0.95 0.83 -0.10 0.1460
H 15.77220 8.88477 14.44881 -0.05 -0.67 -0.11 0.1084
H 15.20291 9.37353 12.17336 -0.77 -1.16 0.58 0.1125
H 17.93180 8.39409 12.21252 -1.58 1.47 -0.01 0.1611
H 17.36869 9.94900 12.87808 -0.32 0.64 0.25 0.0938
H 16.92578 8.77986 10.10893 0.00 -0.65 -0.40 0.1138
H 18.01392 10.17272 10.40718 -0.53 -0.67 0.50 0.1430
H 14.87174 11.43692 9.07675 0.60 -0.54 -0.06 0.0790
H 15.78369 9.98541 8.49706 -0.22 -0.70 -0.08 0.0834
H 16.66300 11.45664 8.88527 -0.20 0.11 -0.55 0.0922
C 12.94891 11.14418 19.88869 0.84 0.85 0.30 -0.0652
O 13.98458 12.09649 19.59762 -0.06 0.10 0.11 -0.2151
C 15.24073 11.92096 20.27604 -0.35 0.01 -0.66 -0.1877
C 15.98411 10.69764 19.76264 -0.35 -2.34 -0.91 -0.1993
N 15.96386 10.70258 18.28318 -0.44 1.38 0.40 -0.0612
C 16.08440 9.47293 17.46718 -1.14 1.01 1.04 -0.1620
C 15.04967 8.38120 17.79650 -0.62 0.31 -1.06 -0.1743
O 13.75122 8.65615 17.21488 1.14 1.05 -0.25 -0.2263
C 12.70263 7.75202 17.48992 2.36 -1.26 -1.27 -0.0821
H 13.39671 10.18987 20.00103 0.33 -1.18 0.43 0.0556
H 12.31331 11.04751 19.03008 -0.45 0.39 -0.43 0.0817
H 12.39421 11.41825 20.79458 0.06 0.00 -0.19 0.0967
H 15.10947 11.69704 21.31163 -0.38 0.34 1.09 0.1076
H 15.77318 12.88990 20.15374 -0.18 -0.83 -0.08 0.1334
H 15.45521 9.72484 20.07467 0.50 1.37 0.24 0.1089
H 16.97259 10.61873 20.21039 0.26 0.24 -0.14 0.1151
H 15.03438 11.16757 18.20752 0.75 -0.63 -1.25 0.1055
H 17.10800 9.08721 17.51197 -0.18 -0.11 0.32 0.1231
H 15.95012 9.80484 16.43443 -0.16 -0.18 0.03 0.0766
H 14.84392 8.28010 18.85672 0.65 -0.44 0.30 0.1024
H 15.47454 7.50944 17.30417 -0.22 -0.76 0.41 0.1131
H 13.12585 6.84580 17.92126 -0.12 -0.19 0.44 0.0914
H 12.32826 7.41737 16.52397 -0.60 0.23 0.02 0.0723
H 11.98941 8.17486 18.11990 -1.40 0.72 0.96 0.0673
C 10.51463 16.03324 16.41105 -0.67 -0.70 -1.36 -0.1450
O 11.71878 16.58961 15.99433 0.03 1.56 -1.18 -0.1920
C 11.40838 17.52577 14.91822 0.50 -0.63 1.06 -0.2197
C 12.66345 17.93304 14.20406 -0.35 -0.56 -1.06 -0.2028
N 13.37745 16.80394 13.56306 -0.07 -0.31 1.09 -0.0196
C 12.47169 15.89578 12.82860 -1.17 1.11 0.26 -0.1992
C 13.12014 15.16109 11.68896 0.22 -1.39 0.79 -0.1955
O 13.90678 14.11031 12.26800 -0.52 -0.09 0.39 -0.2403
C 14.70928 13.32715 11.40094 0.71 1.12 0.25 -0.1006
H 10.12373 15.42636 15.54128 -0.02 0.20 0.96 0.0952
H 9.74293 16.78286 16.64520 0.23 -0.05 0.20 0.0887
H 10.73868 15.40190 17.24360 -0.15 -0.44 0.57 0.0799
H 10.90548 18.40505 15.35841 -0.08 -0.30 -0.28 0.1306
H 10.77557 17.00849 14.17226 -0.19 0.35 0.58 0.1033
H 13.32433 18.54081 14.78654 0.62 -0.08 0.69 0.1113
H 12.33500 18.61673 13.43549 -0.17 0.27 -0.63 0.1100
H 13.80143 16.32589 14.36094 -0.02 -0.20 -0.60 0.0649
H 11.71866 16.61641 12.43954 0.27 -0.67 -0.44 0.1222
H 11.83880 15.16909 13.43208 1.00 0.67 -0.34 0.1199
H 13.70546 15.77916 11.04992 0.83 0.84 -0.32 0.1146
H 12.37595 14.71205 11.04849 -0.63 -0.23 -0.23 0.0919
H 15.47737 14.05028 11.01494 -0.22 -0.97 -0.17 0.1043
H 14.14513 12.88352 10.56266 0.09 0.07 0.34 0.0681
H 15.20608 12.55237 12.03252 -0.49 0.54 -0.75 0.0775
C 11.73263 12.74783 15.36990 0.43 0.01 -0.99 -0.0425
C 12.45391 11.50747 14.85226 -0.02 -0.85 -2.04 -0.3971
C 14.00674 11.67766 14.64141 -1.04 0.69 1.06 -0.0128
O 12.04024 10.34824 15.65002 -0.06 1.66 -0.21 -0.0754
H 11.98952 12.83415 16.40556 0.19 0.54 0.75 0.0731
H 10.63284 12.70454 15.27767 0.60 -0.19 -0.08 0.0696
H 12.11321 13.60583 14.76194 -0.29 -0.49 0.77 0.0740
H 12.09856 11.32606 13.78283 0.12 0.13 1.16 0.1260
H 14.45704 10.83888 14.14035 -0.21 -0.47 -0.80 0.0457
H 14.57706 11.67331 15.58577 -0.34 0.73 -0.05 0.0699
H 14.11950 12.62436 14.04387 0.21 -0.95 0.73 0.0676
H 12.60707 9.61915 15.41748 0.60 -0.59 -0.16 0.0350
C 8.17818 10.57494 16.98303 0.71 0.42 -1.06 -0.0349
C 8.25228 10.19918 15.47740 0.21 -0.74 1.63 -0.5399
C 7.04409 10.65555 14.81042 -2.00 2.03 -0.48 -0.0808
O 9.36933 10.79096 14.90057 1.62 -0.26 0.29 -0.0731
H 8.98296 10.09996 17.48735 0.87 -0.49 0.61 0.0548
H 7.29060 10.37769 17.54149 -0.91 -0.42 -0.05 0.0676
H 8.36664 11.64177 17.03475 -0.02 0.32 0.03 0.0809
H 8.27474 9.10599 15.37833 0.31 -0.14 0.06 0.1366
H 6.21553 10.05058 15.16503 -0.32 0.04 -0.02 0.0836
H 7.03461 10.64730 13.72734 0.36 -0.39 -0.29 0.0728
H 6.82708 11.73165 15.06845 0.15 -0.91 -0.07 0.1057
H 10.20459 10.49996 15.37938 -1.00 0.32 -0.76 0.0794

---

Record 2
115
Properties=species:S:1:pos:R:3:forces:R:3:lowdin_charge:R:1 method="wB97M-V/def2-TZVPD" charge=+1 multiplicity=6 homo_lumo_gap_ev="6.403 / 6.252" e_lumo_ev="-3.6 / -4.0" e_tot_ev=-92576.8450 s2=8.868 fmax_ev_per_a=0.7 e_homo_ev="-9.963 / -10.291" relative_energy_ev=0.000
Mn 0.38460 -0.33407 -0.32045 -0.34 -0.57 0.04 1.0303
C -1.42744 -0.57643 2.59456 0.11 -0.02 0.13 -0.1569
C -2.35667 0.52772 2.11887 0.19 0.01 -0.29 -0.0962
C -1.68178 1.88336 1.99527 -0.13 0.09 -0.01 -0.2797
C -2.31103 2.89850 1.27389 -0.05 -0.08 0.01 -0.0265
C -1.70987 4.13960 1.18894 0.05 -0.03 -0.05 -0.0534
C -0.49110 4.33352 1.82482 0.00 0.00 -0.01 -0.0658
C 0.05303 3.27217 2.52690 0.03 0.05 0.02 -0.1404
N -0.52474 2.07571 2.61796 0.00 -0.13 0.01 0.1143
N -0.73067 -1.36584 1.54012 0.08 0.27 0.05 -0.1828
C 0.33463 -2.12615 2.22526 -0.02 0.00 -0.03 -0.1205
C 1.53023 -1.25334 2.46869 0.12 -0.02 -0.07 -0.2606
C 2.12737 -1.11837 3.70771 -0.06 -0.06 -0.01 -0.0009
C 3.27383 -0.34685 3.81353 0.07 0.04 0.03 -0.0316
C 3.78972 0.24905 2.67708 0.01 -0.02 -0.04 -0.0247
C 3.12490 0.07539 1.47324 -0.03 -0.08 0.12 -0.0740
N 2.00844 -0.65404 1.37017 -0.08 0.29 -0.10 0.0998
C -1.65768 -2.29530 0.89422 -0.07 -0.09 -0.08 -0.1226
C -1.00097 -3.00958 -0.26089 -0.06 0.01 0.01 -0.2432
C -1.43223 -4.25330 -0.69111 0.04 0.01 -0.02 0.0056
C -0.80785 -4.83722 -1.78147 0.01 -0.02 -0.03 -0.0261
C 0.23340 -4.16997 -2.41014 -0.01 -0.01 0.01 -0.0229
C 0.61489 -2.93572 -1.92288 -0.04 -0.01 0.05 -0.0700
N 0.01179 -2.37795 -0.86650 -0.04 0.32 0.03 0.0495
H -1.95988 -1.28298 3.24250 -0.07 -0.03 -0.06 0.1308
H -0.64374 -0.11488 3.19490 -0.04 0.02 0.04 0.1052
H -3.19606 0.61602 2.81135 0.05 0.01 0.09 0.1318
H -2.79114 0.28177 1.14845 -0.05 -0.02 0.04 0.0823
H -3.26446 2.70525 0.79338 0.04 0.02 0.00 0.1155
H -2.17558 4.94127 0.62978 -0.01 0.00 0.01 0.1108
H 0.01871 5.28766 1.78710 -0.01 -0.02 0.01 0.1061
H 0.99598 3.38470 3.05426 -0.02 0.00 -0.03 0.1078
H 0.65395 -2.95158 1.58723 -0.03 -0.01 -0.02 0.1325
H -0.03839 -2.55889 3.15960 -0.01 0.03 0.01 0.1360
H 1.69823 -1.60541 4.57341 0.00 -0.01 -0.02 0.1228
H 3.76024 -0.21960 4.77198 -0.01 0.00 -0.01 0.1186
H 4.69111 0.84518 2.71226 -0.02 0.00 -0.01 0.1091
H 3.49706 0.52977 0.56528 0.01 0.01 0.00 0.0983
H -2.51533 -1.73122 0.52022 0.07 -0.01 -0.04 0.1201
H -2.03787 -3.03321 1.61236 0.01 0.00 0.01 0.1421
H -2.24213 -4.75322 -0.17705 0.00 0.01 0.00 0.1253
H -1.12874 -5.80785 -2.13720 0.00 0.02 0.01 0.1201
H 0.74173 -4.59584 -3.26330 0.00 0.01 0.01 0.1170
H 1.40597 -2.34556 -2.36696 0.01 -0.04 -0.02 0.0994
C -2.15283 5.14510 -4.78643 -0.03 -0.01 -0.01 -0.0588
C -1.04310 4.89988 -3.76333 0.02 0.05 -0.01 -0.5487
C -1.02397 6.07288 -2.76911 0.01 0.00 0.00 -0.0344
C 0.29847 4.84309 -4.51020 0.00 0.00 0.00 -0.0354
C -1.24245 3.61072 -2.97394 0.21 0.05 0.07 -0.1205
C -0.26624 3.19683 -2.10087 0.00 0.08 0.03 0.0484
C -0.46257 2.06041 -1.31032 -0.17 0.09 -0.04 -0.1723
N 0.42831 1.61062 -0.39249 -0.13 -0.14 -0.03 0.0465
C 1.78491 1.90017 -0.73929 0.36 0.21 0.18 -0.2458
C 2.50223 2.97103 -0.25792 0.05 -0.13 -0.24 0.0192
C 3.82957 3.12213 -0.66838 -0.05 0.16 0.14 -0.1599
C 4.36143 2.16571 -1.52244 0.10 -0.12 -0.13 0.0365
C 3.66325 1.04492 -1.99206 -0.12 -0.04 -0.07 -0.0934
C 2.33710 0.92129 -1.57427 -0.01 0.23 0.29 -0.2726
O 1.51022 -0.13431 -1.81401 0.31 -0.22 0.01 -0.1870
C 4.30883 -0.02011 -2.87419 -0.01 -0.04 0.01 -0.5317
C 4.40387 -1.32972 -2.07320 0.00 0.02 0.00 -0.0318
C 3.45323 -0.22934 -4.13278 0.02 -0.03 -0.01 -0.0333
C 5.71945 0.36498 -3.32152 0.00 0.00 0.00 -0.0602
C 4.62840 4.32369 -0.16552 0.01 0.02 0.03 -0.5541
C 6.05688 4.34832 -0.70875 0.00 -0.02 -0.04 -0.0605
C 3.92067 5.61419 -0.60468 0.00 0.02 0.02 -0.0414
C 4.69970 4.28097 1.36854 -0.01 -0.01 -0.01 -0.0404
C -1.65429 1.23323 -1.48418 0.06 0.04 -0.13 -0.2351
O -1.64276 0.10608 -0.88804 0.15 0.05 -0.10 -0.0716
C -2.67464 1.68380 -2.39051 -0.18 0.00 0.23 -0.0673
C -2.42507 2.83731 -3.08632 -0.21 -0.16 -0.01 0.0454
C -4.00852 0.96216 -2.61666 -0.06 -0.03 -0.03 -0.5297
C -5.15292 1.92832 -2.26670 -0.01 0.01 0.01 -0.0370
C -4.20916 -0.30392 -1.77568 -0.02 -0.02 0.02 -0.0560
C -4.11476 0.56087 -4.09793 0.00 -0.01 0.03 -0.0351
H -1.93176 6.05565 -5.34413 0.00 0.00 0.01 0.0906
H -3.12636 5.28356 -4.31113 0.01 -0.01 -0.01 0.0877
H -2.22854 4.32740 -5.50687 0.00 0.01 0.01 0.0929
H -0.88673 7.01458 -3.30417 0.00 -0.01 0.00 0.0910
H -0.20908 5.96946 -2.04982 -0.02 0.00 -0.01 0.0782
H -1.96432 6.13091 -2.21605 0.01 0.00 -0.01 0.0883
H 0.43867 5.76141 -5.08354 0.00 -0.01 0.01 0.0905
H 0.32326 4.00016 -5.20347 0.00 0.01 0.01 0.0954
H 1.14368 4.74617 -3.82793 -0.01 -0.01 -0.01 0.0751
H 0.64601 3.76341 -1.97915 0.01 -0.02 0.00 0.1164
H 2.02165 3.66928 0.41480 0.00 0.01 0.01 0.1065
H 5.38706 2.27703 -1.83802 0.01 0.01 0.00 0.0901
H 3.43460 -1.61546 -1.66322 0.03 -0.01 -0.01 0.0583
H 5.10547 -1.21784 -1.24284 -0.01 0.00 0.00 0.0896
H 4.76662 -2.13823 -2.71253 0.00 0.01 0.01 0.0898
H 2.43192 -0.51204 -3.88075 0.03 0.01 -0.02 0.0681
H 3.89038 -1.01588 -4.75300 0.00 0.02 0.01 0.0880
H 3.41889 0.68647 -4.72637 -0.01 0.00 0.01 0.0934
H 6.40196 0.48181 -2.47748 -0.01 0.00 0.00 0.0858
H 5.72091 1.28996 -3.90183 0.00 0.00 0.01 0.0928
H 6.11993 -0.42725 -3.95678 -0.01 0.02 0.00 0.0902
H 6.07420 4.42161 -1.79830 0.00 -0.01 0.02 0.0910
H 6.61746 3.45879 -0.41326 0.00 0.01 0.00 0.0884
H 6.58240 5.21785 -0.31111 -0.01 0.00 0.00 0.0892
H 3.84641 5.66477 -1.69317 0.01 -0.01 0.01 0.0904
H 4.47746 6.48839 -0.25945 -0.01 -0.02 -0.01 0.0887
H 2.91082 5.67851 -0.19315 0.02 0.00 -0.01 0.0727
H 5.22300 3.38191 1.70379 -0.01 0.02 -0.01 0.0810
H 3.70542 4.28282 1.82068 0.02 0.00 -0.01 0.0722
H 5.24237 5.14990 1.74708 -0.01 -0.01 0.00 0.0891
H -3.17541 3.17530 -3.78660 -0.01 -0.02 0.02 0.0990
H -5.09657 2.24132 -1.22032 0.02 -0.02 -0.04 0.0842
H -6.11534 1.43537 -2.41835 0.02 0.00 -0.01 0.0910
H -5.13610 2.82509 -2.88681 0.00 -0.01 0.01 0.0805
H -4.18297 -0.09032 -0.70431 0.01 0.00 -0.05 0.0745
H -3.46057 -1.06399 -1.99335 -0.02 0.00 0.00 0.0803
H -5.19396 -0.71437 -2.00804 0.00 0.01 0.00 0.0904
H -4.07569 1.42746 -4.75904 0.00 -0.01 0.01 0.0803
H -5.06134 0.04685 -4.27666 0.01 0.01 0.00 0.0900
H -3.30247 -0.11412 -4.37587 -0.01 0.01 0.01 0.0936